# 1
The following is a quantum chemistry calculation of 25 unconnected molecules or ions with the total composition C25H100N50O25, from the OMol25 dataset.

Element x y z (Å)
C 13.95 13.46 21.38
O 14.17 14.43 22.04
N 13.49 12.31 22.03
N 14.05 13.46 20.05
H 13.62 12.44 23.01
H 13.92 11.46 21.69
H 14.03 12.71 19.38
H 14.55 14.30 19.75
C 16.68 11.06 11.25
O 16.16 9.96 11.52
N 17.55 11.24 10.38
N 16.14 12.19 11.88
H 17.81 10.35 10.02
H 17.85 12.12 10.01
H 15.57 11.89 12.68
H 16.85 12.88 12.16
C 13.47 16.98 12.49
O 12.42 16.35 12.51
N 13.55 18.30 13.01
N 14.71 16.46 11.98
H 14.43 18.72 13.35
H 12.70 18.75 13.41
H 14.56 15.68 11.34
H 15.35 17.19 11.72
C 21.80 19.96 14.68
O 21.58 19.56 13.52
N 22.61 21.10 14.96
N 21.39 19.38 15.82
H 22.39 21.69 15.75
H 22.70 21.78 14.21
H 21.74 19.72 16.70
H 20.75 18.61 15.90
C 9.90 17.89 14.43
O 10.90 18.05 15.09
N 9.82 17.27 13.25
N 8.74 18.49 14.80
H 9.14 17.27 12.53
H 10.72 16.93 12.96
H 8.70 18.62 15.82
H 7.86 18.19 14.32
C 16.00 17.38 19.89
O 16.50 17.31 18.74
N 16.12 16.33 20.80
N 15.27 18.47 20.35
H 15.50 16.41 21.60
H 16.74 15.56 20.73
H 15.41 18.70 21.34
H 15.15 19.25 19.69
C 17.02 20.18 12.48
O 16.22 19.22 12.24
N 18.18 20.09 13.17
N 16.96 21.58 11.91
H 18.63 19.28 13.62
H 18.60 21.00 13.34
H 16.47 21.88 11.05
H 17.92 21.87 11.93
C 14.41 21.05 9.28
O 14.46 22.09 10.05
N 14.90 19.84 9.64
N 13.95 21.21 7.99
H 14.89 19.67 10.65
H 14.39 19.08 9.18
H 13.62 22.14 7.70
H 14.18 20.56 7.21
C 19.96 19.11 19.02
O 20.94 19.83 19.00
N 20.03 17.86 18.49
N 18.87 19.39 19.76
H 20.99 17.61 18.22
H 19.35 17.19 18.86
H 18.71 20.33 20.07
H 18.02 18.94 19.48
C 11.30 21.58 12.87
O 11.86 20.81 13.59
N 9.95 21.57 12.71
N 11.99 22.55 12.13
H 9.49 22.31 12.16
H 9.42 20.97 13.32
H 11.54 22.72 11.24
H 13.00 22.28 12.05
C 14.83 20.00 16.93
O 14.29 19.92 18.04
N 16.18 19.94 16.86
N 14.09 20.31 15.80
H 16.70 19.29 17.46
H 16.56 20.08 15.94
H 13.09 20.28 15.91
H 14.41 19.98 14.90
C 20.57 22.38 11.53
O 20.49 22.64 12.70
N 20.52 23.40 10.61
N 20.52 21.07 11.14
H 20.57 23.21 9.62
H 20.55 24.34 10.94
H 20.65 20.83 10.15
H 21.01 20.40 11.79
C 17.84 18.91 23.22
O 16.69 19.14 23.55
N 18.72 19.82 23.43
N 18.24 17.71 22.77
H 18.26 20.72 23.54
H 19.59 19.77 22.92
H 19.05 17.57 22.19
H 17.58 16.96 22.68
C 18.37 15.01 11.29
O 17.59 15.88 10.84
N 18.28 14.33 12.50
N 19.18 14.30 10.38
H 17.68 14.80 13.16
H 19.20 14.02 12.72
H 20.00 13.83 10.77
H 19.39 14.78 9.47
C 21.24 14.29 16.26
O 21.92 15.30 16.46
N 20.42 13.86 17.28
N 21.48 13.49 15.23
H 20.01 14.68 17.73
H 19.76 13.20 16.94
H 20.69 12.97 14.79
H 21.88 14.14 14.57
C 18.82 14.26 19.97
O 19.27 15.34 20.24
N 19.39 13.05 20.51
N 17.81 13.99 19.00
H 20.17 13.08 21.16
H 19.11 12.17 20.09
H 17.41 13.07 18.84
H 17.27 14.78 18.67
C 12.79 12.32 13.12
O 12.80 12.66 14.32
N 13.08 11.04 12.89
N 12.49 13.12 12.07
H 13.08 10.66 11.96
H 13.35 10.42 13.64
H 13.15 13.01 11.28
H 12.25 14.09 12.28
C 17.96 11.83 14.88
O 18.78 11.96 13.95
N 17.35 10.61 14.99
N 17.53 12.75 15.80
H 17.76 9.85 14.42
H 17.19 10.29 15.88
H 18.09 13.61 15.83
H 16.60 13.14 15.74
C 19.36 18.36 8.94
O 20.07 17.37 8.73
N 19.62 19.50 8.10
N 18.45 18.51 9.91
H 20.57 19.55 7.71
H 19.37 20.42 8.44
H 17.92 19.37 9.92
H 18.08 17.68 10.37
C 14.22 15.39 16.32
O 15.25 14.66 16.14
N 14.22 16.54 17.03
N 13.06 15.09 15.68
H 13.35 17.05 16.97
H 14.88 16.77 17.77
H 12.97 14.23 15.12
H 12.43 15.86 15.47
C 14.64 10.98 17.76
O 15.71 10.58 18.22
N 14.33 12.24 17.44
N 13.55 10.17 17.68
H 14.99 12.98 17.48
H 13.62 12.40 16.74
H 13.64 9.30 18.21
H 13.10 10.06 16.77
C 25.48 17.99 16.36
O 24.48 18.42 16.84
N 26.23 18.67 15.46
N 25.91 16.77 16.59
H 27.21 18.56 15.62
H 26.01 19.65 15.35
H 26.51 16.41 15.87
H 25.41 16.20 17.27
C 17.88 16.94 15.20
O 18.59 17.92 15.02
N 18.10 16.10 16.28
N 16.92 16.59 14.27
H 17.30 15.52 16.56
H 18.61 16.48 17.08
H 16.89 17.37 13.61
H 16.00 16.32 14.57
C 21.64 16.04 12.86
O 21.31 14.85 12.73
N 21.09 16.93 11.94
N 22.41 16.62 13.91
H 21.29 17.92 12.05
H 20.98 16.70 10.92
H 22.31 17.64 13.81
H 22.42 16.35 14.89
C 19.61 10.38 17.65
O 18.87 10.91 18.43
N 20.76 10.94 17.25
N 19.29 9.09 17.12
H 20.83 11.87 17.62
H 21.26 10.74 16.41
H 18.50 8.60 17.54
H 20.06 8.50 16.88

Computed properties:
energy	-5632.508434	hartree
LUMO	0.1	eV
total charge	0
frontier orbital gap	9.40	eV
ΔE to the lowest compared entry with this formula, charge and spin	98.4	kcal per mole

Here are the Mulliken charges for atoms 1 to 5, given in e: 0.6083 -0.6050 -0.5686 -0.1171 0.2739

# 2
The following is a quantum chemistry calculation of a molecular structure, C25H11Cl76N2O, from the OMol25 dataset.

Element x y z (Å)
C 4.23 2.55 -0.13
C 3.57 2.02 -1.38
O 2.17 1.77 -1.30
C 1.42 2.91 -1.03
C 0.00 2.52 -1.12
N -0.96 3.23 -0.58
C -2.17 2.58 -0.83
C -1.89 1.50 -1.53
N -0.51 1.48 -1.72
H 5.27 2.78 -0.28
H 3.75 3.45 0.23
H 4.12 1.81 0.66
H 4.03 1.06 -1.59
H 3.82 2.64 -2.24
H 1.62 3.74 -1.71
H 1.58 3.26 -0.01
H -0.85 4.09 -0.07
H -3.14 2.90 -0.51
H -2.54 0.74 -1.90
H 0.04 0.80 -2.23
C 6.28 -0.24 0.74
Cl 7.83 -1.03 0.99
Cl 6.27 1.32 1.58
Cl 6.02 0.01 -0.99
Cl 4.99 -1.26 1.42
C 2.27 -4.27 2.20
Cl 2.34 -5.95 1.67
Cl 2.25 -3.21 0.77
Cl 0.81 -4.02 3.16
Cl 3.69 -3.90 3.17
C 6.72 -0.07 -4.57
Cl 6.56 0.77 -6.12
Cl 6.68 -1.80 -4.85
Cl 8.23 0.38 -3.79
Cl 5.37 0.41 -3.51
C -3.06 -2.39 2.02
Cl -1.52 -3.13 1.57
Cl -3.19 -0.78 1.27
Cl -4.40 -3.39 1.46
Cl -3.14 -2.22 3.77
C -1.49 -6.70 -0.92
Cl -1.39 -8.36 -1.49
Cl -1.58 -5.60 -2.31
Cl -2.93 -6.50 0.07
Cl -0.05 -6.32 0.04
C 2.70 1.99 -5.97
Cl 1.24 2.37 -6.88
Cl 2.29 1.94 -4.25
Cl 3.31 0.41 -6.46
Cl 3.94 3.22 -6.24
C -5.33 0.67 5.84
Cl -4.70 -0.57 6.92
Cl -5.08 2.27 6.54
Cl -4.48 0.56 4.29
Cl -7.05 0.39 5.58
C 6.59 -5.32 -1.42
Cl 7.34 -6.42 -0.26
Cl 6.74 -3.65 -0.84
Cl 7.38 -5.46 -2.99
Cl 4.87 -5.72 -1.59
C 2.76 -3.67 -5.19
Cl 4.07 -2.86 -6.06
Cl 1.53 -2.48 -4.72
Cl 2.02 -4.90 -6.21
Cl 3.46 -4.42 -3.75
C -2.24 -0.04 -5.47
Cl -2.65 0.70 -7.01
Cl -2.16 -1.80 -5.67
Cl -0.66 0.56 -4.93
Cl -3.47 0.36 -4.27
C -1.07 0.90 8.24
Cl -2.50 1.27 9.21
Cl -1.57 0.24 6.67
Cl -0.13 2.38 7.98
Cl -0.07 -0.29 9.08
C -5.23 -0.64 -10.14
Cl -4.05 0.25 -11.11
Cl -6.52 0.46 -9.62
Cl -5.92 -1.94 -11.10
Cl -4.43 -1.31 -8.71
C 9.69 4.34 -4.23
Cl 11.33 3.69 -4.35
Cl 9.64 5.95 -4.94
Cl 8.56 3.27 -5.06
Cl 9.19 4.39 -2.53
C -10.06 -1.89 7.78
Cl -10.35 -0.97 6.30
Cl -10.20 -3.61 7.44
Cl -8.44 -1.55 8.39
Cl -11.25 -1.42 8.99
C 7.22 5.70 1.36
Cl 8.33 6.50 2.47
Cl 8.14 4.90 0.09
Cl 6.28 4.49 2.25
Cl 6.13 6.89 0.65
C -12.93 0.95 11.63
Cl -11.62 1.64 10.67
Cl -13.65 2.21 12.63
Cl -14.15 0.27 10.55
Cl -12.29 -0.33 12.66
C -10.08 -4.00 3.33
Cl -8.77 -3.09 4.09
Cl -9.42 -4.97 2.01
Cl -10.84 -5.05 4.52
Cl -11.28 -2.87 2.69
C -3.64 5.30 8.90
Cl -5.18 4.47 9.16
Cl -3.90 7.04 8.88
Cl -2.52 4.88 10.19
Cl -2.96 4.79 7.34
C 6.20 -0.18 -10.29
Cl 7.38 0.85 -9.47
Cl 7.03 -1.19 -11.48
Cl 5.39 -1.22 -9.11
Cl 5.01 0.83 -11.10

Computed properties:
energy	-36118.060726	hartree
LUMO	-2.4	eV
total charge	+1
frontier orbital gap	9.64	eV

Here are the Mulliken charges for atoms 1 to 5, given in e: -1.3945 0.2869 -0.4612 -0.3769 0.0766